The following is a DFT calculation (ωB97M-V/def2-TZVPD) of C6H11O2P in the gas phase at a distorted geometry.

The geometry in XYZ format:
```
20
Properties=species:S:1:pos:R:3
C 0.17548 -1.38743 -0.02124
C 0.89345 0.82600 1.57241
C -1.27900 -1.09884 -0.35323
C -1.88871 0.19912 -0.04570
C -2.53142 1.45752 -0.43094
C 2.87581 -0.42194 -0.24495
O 0.88244 0.98609 -1.24944
O -2.31020 -0.84717 0.64740
P 1.10882 0.19456 -0.01084
H 0.02265 -1.92340 0.93686
H 0.67183 -2.06719 -0.75906
H 0.67375 1.79932 1.72480
H 0.65601 -0.01019 2.24534
H -1.64806 -1.49257 -1.31654
H -1.79761 2.14544 -0.65187
H -3.39715 1.75940 0.32681
H -3.00500 1.32203 -1.33578
H 3.55984 0.23244 0.26763
H 3.22141 -1.44800 0.06868
H 3.11565 -0.22522 -1.37032
```

Its net charge is 0. The frontier orbital gap (alpha / beta) is 5.84 / 9.65 eV. The strongest force on any atom is 4.1 eV/A. For the calculated total energy, the calculation gives -19779.1803 eV. As for the LUMO energy (alpha / beta): -1.1 / 0.6 eV.

Results of the natural (NBO) charge analysis, in e, for atoms 1 through 2:
1 C -0.821
2 C -0.779

---

The following is a DFT calculation (ωB97M-V/def2-TZVPD) of 2 unconnected molecules or ions with the total composition C3H8NO at a distorted geometry.

The geometry in XYZ format:
```
13
Properties=species:S:1:pos:R:3
C -1.88395 0.81913 1.53031
N -0.66341 1.00436 1.15536
H -2.50574 0.60607 0.66292
H -2.05319 0.76636 2.59764
H 0.08738 1.29815 1.77664
H -0.40035 0.29509 0.37395
C 1.66684 -1.42767 -0.82548
C 1.02353 -0.34076 -1.22937
O -0.38364 -0.16335 -1.13113
H 2.70589 -1.33652 -0.53062
H 1.31358 -2.45024 -0.94937
H 1.63416 0.52250 -1.52512
H -0.54110 0.40688 -1.90572
```

Its net charge is +1. The frontier orbital gap is 7.89 eV. The strongest force on any atom is 2.6 eV/A. For the calculated total energy, the calculation gives -6768.6452 eV. As for the LUMO energy: -5.7 eV.

Results of the natural (NBO) charge analysis, in e, for atoms 1 through 2:
1 C 0.161
2 N -0.617

---

The following is a DFT calculation (ωB97M-V/def2-TZVPD) of 8 unconnected molecules or ions with the total composition C38H68Cl2FO9PS7 at a distorted geometry.

The geometry in XYZ format:
```
126
Properties=species:S:1:pos:R:3
C 0.23528 -0.57251 -3.44535
C 1.65135 -0.32342 -2.84137
P 2.83120 -1.61392 -3.51331
C 4.02261 -0.55784 -4.49586
C 3.30145 0.16207 -5.65947
C 3.87775 -2.29715 -2.15711
C 5.23599 -2.50991 -2.43924
C 6.09837 -3.01823 -1.49802
C 5.67366 -3.30995 -0.21664
C 4.35290 -3.12173 0.09876
C 3.46895 -2.64020 -0.86803
C 2.00811 -2.52441 -0.42545
O 1.12008 -2.93064 -1.14784
C 1.82067 -1.95189 0.97342
C 2.73354 -2.42177 1.91633
C 2.68729 -1.96936 3.20452
C 1.73206 -1.03926 3.55316
C 0.81884 -0.52951 2.65280
C -0.20651 0.50082 3.15372
Cl -0.29211 1.96924 2.12080
C 0.07465 0.97634 4.61107
C 1.17459 2.05834 4.66449
Cl -1.46604 1.79273 5.16095
C 0.85488 -1.01534 1.32079
C -0.10893 -0.52383 0.24963
C -1.57185 -0.90348 0.53813
C -1.76700 -2.42587 0.49045
F -2.42545 -0.31007 -0.39457
C 3.79289 -3.41134 1.46996
O 4.16991 -4.33184 2.17051
H -0.57523 -0.54567 -2.70698
H 0.22075 -1.52506 -3.98194
H 0.02218 0.23636 -4.15801
H 1.67651 -0.26351 -1.75031
H 1.98181 0.66082 -3.20460
H 4.87837 -1.11819 -4.87036
H 4.35767 0.22379 -3.79049
H 4.05209 0.32823 -6.44098
H 2.53393 -0.49670 -6.08691
H 2.91111 1.15023 -5.39476
H 5.66539 -2.31119 -3.41681
H 7.13350 -3.18290 -1.78818
H 6.38421 -3.70661 0.50461
H 3.41542 -2.34759 3.91816
H 1.76044 -0.73717 4.59621
H -1.16820 -0.01895 3.20270
H 0.23518 0.15611 5.30729
H 1.88947 1.98086 3.83806
H 0.67504 3.02323 4.53242
H 1.68316 2.11072 5.63271
H 0.00463 0.55092 0.07289
H 0.11105 -0.98568 -0.71327
H -1.92103 -0.56438 1.51862
H -2.68477 -2.70962 1.02548
H -0.92952 -2.93129 0.99132
H -1.78273 -2.78153 -0.54600
C -2.77376 3.81594 9.41043
S -2.56808 4.47522 7.75250
O -2.36487 5.94818 7.88119
C -4.27100 4.20507 7.23615
H -1.82618 3.91897 9.93578
H -3.54690 4.37706 9.93828
H -3.04315 2.76046 9.34670
H -4.94891 4.73774 7.90547
H -4.48834 3.13689 7.24898
H -4.38500 4.58379 6.22249
C -5.76877 8.38053 10.94907
S -4.32354 7.52441 10.31221
O -4.19918 6.23680 11.06295
C -3.11586 8.66356 11.00142
H -6.65227 7.81333 10.66369
H -5.70998 8.44585 12.03662
H -5.81820 9.37560 10.50992
H -3.22741 8.71217 12.08563
H -3.25864 9.65057 10.56134
H -2.12269 8.29419 10.75266
C 4.23003 -2.70511 -9.56668
S 5.57197 -2.32379 -8.43759
O 4.95969 -1.83639 -7.17043
C 6.16554 -0.88037 -9.33212
H 3.68929 -3.56479 -9.17491
H 3.55482 -1.85170 -9.63897
H 4.63394 -2.94923 -10.54821
H 5.36480 -0.14539 -9.42030
H 6.51201 -1.18294 -10.32042
H 6.99462 -0.45070 -8.77264
C 1.09823 -1.88338 -12.95184
S 1.78626 -3.39842 -12.26957
O 3.25396 -3.36522 -12.50959
C 1.07018 -4.50023 -13.49680
H 1.45497 -1.04809 -12.35229
H 1.42803 -1.76057 -13.98370
H 0.00996 -1.92600 -12.90445
H 1.40179 -4.20827 -14.49348
H -0.01727 -4.45845 -13.43204
H 1.40758 -5.51240 -13.28239
C -3.98347 -6.41545 2.29854
S -5.03064 -5.01323 1.88231
O -4.18330 -4.03226 1.15311
C -5.21612 -4.40983 3.56686
H -3.71031 -6.92073 1.37428
H -3.08285 -6.06647 2.80445
H -4.53594 -7.10297 2.93951
H -4.23574 -4.19077 3.99114
H -5.72954 -5.16069 4.16785
H -5.81205 -3.49961 3.53738
C -4.88457 7.53908 5.71885
S -4.57351 9.01358 6.68580
O -5.51220 8.99419 7.84098
C -5.23872 10.17424 5.48160
H -4.57287 6.68538 6.31159
H -5.94878 7.46388 5.49015
H -4.30026 7.57809 4.79915
H -6.28013 9.93101 5.26847
H -4.64506 10.12971 4.56827
H -5.17800 11.17515 5.90485
C 0.30521 -6.01696 -5.94772
S 0.53985 -5.08303 -4.42545
O 0.65109 -3.65342 -4.79739
C 2.20685 -5.67243 -4.09528
H -0.67238 -5.76357 -6.35356
H 1.08051 -5.75077 -6.66719
H 0.34245 -7.08468 -5.72855
H 2.85924 -5.42605 -4.93390
H 2.18616 -6.75108 -3.93420
H 2.56782 -5.17651 -3.19514
```

Its net charge is 0. The frontier orbital gap is 6.86 eV. The strongest force on any atom is 1.5 eV/A. For the calculated total energy, the calculation gives -171828.6795 eV. As for the LUMO energy: -0.2 eV.

Results of the Löwdin charge analysis, in e, for atoms 1 through 2:
1 C -0.139
2 C -0.366

---

- Which of these has the highest net charge?
  C3H8NO

---

- Number 3 is which compound?
  C38H68Cl2FO9PS7